{
  "formula": "C44H42BIN7NbOPSe2",
  "method": "ωB97M-V with the def2-TZVPD basis set",
  "charge": 3,
  "homo_lumo_gap_ev": 4.81,
  "homo_energy_ev": -15.1,
  "e_lumo_ev": -10.26,
  "species": ["Nb", "C", "C", "C", "C", "N", "N", "B", "N", "N", "C", "C", "C", "C", "C", "C", "C", "C", "C", "C", "N", "N", "C", "C", "C", "C", "C", "C", "C", "C", "C", "C", "C", "C", "C", "C", "C", "C", "H", "H", "H", "H", "H", "H", "H", "H", "H", "H", "H", "H", "H", "H", "H", "H", "H", "H", "H", "H", "H", "H", "H", "H", "H", "H", "H", "H", "Se", "P", "Se", "C", "C", "C", "C", "C", "C", "C", "C", "C", "C", "C", "C", "H", "H", "H", "H", "H", "H", "H", "H", "H", "H", "N", "C", "O", "C", "I", "H", "H", "H", "H"],
  "positions_angstrom": [[0.241, 0.651, -0.349], [3.946, 3.093, 2.924], [3.229, 1.862, 2.603], [3.173, 0.616, 3.293], [2.478, -0.259, 2.459], [2.007, 0.436, 1.377], [2.589, 1.675, 1.415], [2.289, 2.770, 0.362], [2.126, 2.150, -1.015], [2.040, 0.811, -1.294], [2.196, 0.652, -2.638], [2.419, 1.936, -3.244], [2.390, 2.853, -2.163], [2.582, 4.297, -2.212], [2.479, -0.622, -3.240], [3.097, -0.735, -4.517], [3.077, -1.945, -5.195], [2.636, -3.082, -4.548], [2.272, -3.059, -3.222], [2.142, -1.816, -2.579], [0.935, 3.341, 0.825], [-0.163, 2.540, 0.846], [-1.248, 3.276, 1.271], [-0.765, 4.565, 1.548], [0.604, 4.603, 1.251], [1.641, 5.645, 1.406], [-2.615, 2.840, 1.401], [-3.135, 1.612, 0.953], [-4.475, 1.277, 1.229], [-5.329, 2.184, 1.817], [-4.863, 3.410, 2.230], [-3.539, 3.755, 2.011], [2.520, -1.683, 2.623], [2.278, -2.582, 1.592], [2.485, -3.933, 1.818], [2.882, -4.431, 3.050], [3.043, -3.536, 4.088], [2.911, -2.164, 3.880], [4.377, 2.988, 3.938], [4.778, 3.359, 2.226], [3.212, 3.921, 2.930], [3.619, 0.302, 4.251], [3.182, 3.619, 0.404], [2.537, 2.112, -4.280], [2.637, 4.583, -3.250], [1.729, 4.893, -1.734], [3.498, 4.608, -1.691], [3.466, 0.150, -5.044], [3.435, -1.967, -6.246], [2.576, -4.051, -5.150], [1.970, -3.987, -2.688], [1.948, -1.779, -1.502], [-1.302, 5.340, 2.005], [1.883, 5.900, 2.465], [2.564, 5.328, 0.934], [1.144, 6.530, 0.968], [-2.495, 0.953, 0.368], [-4.851, 0.283, 0.940], [-6.398, 1.957, 1.823], [-5.520, 4.115, 2.720], [-3.227, 4.772, 2.270], [2.072, -2.158, 0.609], [2.292, -4.598, 1.010], [3.129, -5.486, 3.177], [3.245, -3.812, 5.126], [3.066, -1.396, 4.661], [-0.496, -1.139, 1.476], [-1.628, -2.377, 0.060], [-1.117, -1.108, -1.724], [-3.464, -2.456, 0.235], [-4.058, -2.463, 1.486], [-5.440, -2.372, 1.537], [-6.230, -2.428, 0.387], [-5.635, -2.514, -0.845], [-4.240, -2.563, -0.916], [-1.040, -4.095, -0.067], [-0.615, -4.703, -1.254], [-0.036, -5.968, -1.199], [0.131, -6.638, 0.026], [-0.370, -6.052, 1.189], [-0.923, -4.768, 1.152], [-3.475, -2.341, 2.387], [-5.933, -2.336, 2.521], [-7.315, -2.353, 0.526], [-6.223, -2.543, -1.762], [-3.721, -2.668, -1.864], [-0.759, -4.185, -2.192], [0.359, -6.432, -2.115], [0.612, -7.609, 0.069], [-0.279, -6.533, 2.143], [-1.287, -4.274, 2.069], [-1.831, 3.758, -2.240], [-1.486, 2.516, -2.566], [-0.672, 1.925, -1.806], [-2.014, 1.907, -3.779], [-4.215, 1.566, -3.519], [-1.593, 4.088, -1.306], [-2.542, 4.274, -2.737], [-1.589, 0.921, -3.931], [-2.012, 2.483, -4.740]],
  "mulliken_charge": [0.613, -1.142, 0.244, -1.262, 0.073, 0.603, 0.239, -0.176, 1.609, -0.781, 0.769, -1.121, 0.189, -1.232, 0.245, -0.859, -0.624, -0.516, -0.521, 0.865, 0.815, 0.318, -0.048, -1.077, 0.437, -1.559, 0.902, 0.328, -0.632, -0.562, -0.884, -0.871, 0.429, 0.866, -0.488, -0.751, -0.705, -1.033, 0.418, 0.238, 0.114, 0.467, -0.104, 0.625, 0.530, 0.149, 0.299, 0.436, 0.409, 0.346, 0.473, -0.402, 0.782, 0.350, 0.295, 0.436, 0.556, 0.323, 0.420, 0.430, 0.274, 0.231, 0.609, 0.476, 0.410, 0.308, 0.059, -0.937, -0.187, 0.781, -0.245, -0.675, -0.482, -0.769, -0.344, 1.138, -0.360, -0.525, -0.616, -0.670, -0.543, 0.408, 0.411, 0.430, 0.465, 0.535, 0.588, 0.455, 0.441, 0.496, 0.348, -0.175, 0.409, -0.139, -1.328, 0.184, 0.061, 0.317, 0.285, 0.586]
}


{
  "formula": "C32H52KN3O2PS2SbSi3",
  "method": "ωB97M-V with the def2-TZVPD basis set",
  "charge": -2,
  "homo_lumo_gap_ev": 6.42,
  "homo_energy_ev": -2.4,
  "e_lumo_ev": 4.01,
  "species": ["K", "C", "C", "C", "C", "C", "C", "C", "C", "C", "H", "H", "H", "H", "H", "H", "H", "H", "H", "H", "H", "H", "N", "N", "C", "O", "O", "H", "H", "H", "N", "C", "S", "P", "S", "C", "C", "C", "C", "C", "C", "C", "C", "C", "C", "C", "C", "H", "H", "H", "H", "H", "H", "H", "H", "H", "H", "C", "Si", "C", "C", "Sb", "Si", "C", "C", "C", "Si", "C", "C", "C", "H", "H", "H", "H", "H", "H", "H", "H", "H", "H", "H", "H", "H", "H", "H", "H", "H", "H", "H", "H", "H", "H", "H", "H", "H", "H", "H"],
  "positions_angstrom": [[-0.190, 0.714, 0.283], [-3.150, -1.979, 2.925], [-1.839, -2.270, 2.252], [-0.631, -2.027, 2.892], [0.583, -2.229, 2.246], [1.874, -1.928, 2.954], [0.578, -2.690, 0.933], [-0.616, -2.932, 0.261], [-0.616, -3.338, -1.183], [-1.811, -2.723, 0.939], [-3.565, -1.039, 2.551], [-3.037, -1.883, 4.006], [-3.877, -2.768, 2.720], [-0.638, -1.624, 3.899], [1.701, -1.293, 3.824], [2.567, -1.406, 2.292], [2.373, -2.840, 3.294], [1.514, -2.827, 0.404], [-0.470, -2.449, -1.802], [-1.560, -3.809, -1.459], [0.194, -4.039, -1.395], [-2.749, -2.882, 0.416], [-2.514, -0.082, -1.289], [-1.995, -0.006, -2.599], [-0.576, 0.151, -2.777], [-0.253, 0.622, -3.881], [0.146, -0.233, -1.828], [-3.283, -0.738, -1.273], [-2.854, 0.814, -0.947], [-2.488, 0.591, -3.249], [0.850, 3.000, -0.251], [1.880, 2.456, -0.266], [-4.067, 1.762, 1.413], [-3.029, 2.040, 3.090], [-1.122, 1.506, 3.188], [-3.209, 3.792, 3.620], [-4.410, 4.463, 3.402], [-4.578, 5.765, 3.840], [-3.541, 6.418, 4.495], [-2.338, 5.761, 4.702], [-2.174, 4.453, 4.268], [-3.939, 1.220, 4.469], [-3.260, 0.832, 5.618], [-3.937, 0.228, 6.667], [-5.303, 0.001, 6.575], [-5.986, 0.383, 5.429], [-5.307, 0.987, 4.382], [-5.198, 3.953, 2.861], [-5.515, 6.280, 3.660], [-3.667, 7.442, 4.828], [-1.518, 6.271, 5.192], [-1.232, 3.935, 4.404], [-2.189, 0.988, 5.666], [-3.394, -0.079, 7.553], [-5.832, -0.481, 7.389], [-7.050, 0.196, 5.345], [-5.821, 1.260, 3.468], [3.595, -3.448, -2.017], [4.634, -2.282, -0.941], [4.715, -3.134, 0.756], [6.394, -2.470, -1.644], [3.272, -0.065, -0.649], [5.078, 1.066, 0.776], [4.589, 0.820, 2.581], [6.825, 0.352, 0.633], [5.207, 2.913, 0.449], [3.889, 0.921, -2.944], [3.020, -0.091, -4.258], [3.346, 2.707, -3.072], [5.754, 0.874, -3.279], [3.876, -4.490, -1.835], [3.743, -3.240, -3.079], [2.529, -3.336, -1.821], [5.217, -4.102, 0.656], [3.716, -3.313, 1.156], [5.259, -2.548, 1.500], [6.624, -3.542, -1.622], [7.153, -1.948, -1.061], [6.482, -2.131, -2.676], [4.645, -0.232, 2.867], [3.568, 1.160, 2.761], [5.261, 1.388, 3.231], [6.851, -0.710, 0.877], [7.461, 0.877, 1.356], [7.258, 0.477, -0.360], [4.224, 3.380, 0.445], [5.681, 3.116, -0.514], [5.827, 3.358, 1.236], [1.939, -0.062, -4.102], [3.355, -1.130, -4.248], [3.248, 0.333, -5.242], [2.287, 2.820, -2.852], [3.542, 3.033, -4.101], [3.893, 3.351, -2.383], [6.114, -0.139, -3.455], [6.341, 1.303, -2.466], [5.942, 1.464, -4.183]],
  "mulliken_charge": [0.626, -1.382, 0.623, -0.518, 0.675, -1.189, 0.490, 0.851, -1.645, -0.509, 0.073, 0.359, 0.458, 0.242, 0.338, -0.179, 0.374, -0.286, 0.027, 0.401, 0.444, 0.352, -0.196, -0.347, 0.129, -0.859, 0.086, 0.179, 0.139, 0.235, -0.840, -0.179, -0.572, 0.734, -0.631, 0.315, -0.428, -0.613, -0.375, -0.533, -0.384, 0.238, -0.529, -0.550, -0.377, -0.614, -0.186, 0.328, 0.361, 0.335, 0.368, 0.308, 0.355, 0.363, 0.362, 0.373, 0.340, -1.072, 0.448, -1.080, -1.301, 0.084, 0.591, -1.182, -1.146, -1.058, 0.616, -0.750, -1.098, -0.985, 0.457, 0.380, -0.033, 0.442, 0.227, 0.263, 0.400, 0.272, 0.360, 0.271, 0.255, 0.451, 0.230, 0.416, 0.273, 0.322, 0.235, 0.394, 0.068, 0.174, 0.353, 0.303, 0.396, 0.274, 0.205, 0.174, 0.408]
}


{
  "formula": "C6H15BrN2O2Si",
  "method": "ωB97M-V with the def2-TZVPD basis set",
  "homo_lumo_gap_ev": 9.65,
  "homo_energy_ev": -9.2,
  "e_lumo_ev": 0.45,
  "species": ["C", "Si", "Br", "N", "C", "O", "H", "H", "H", "H", "C", "C", "C", "O", "C", "N", "H", "H", "H", "H", "H", "H", "H", "H", "H", "H", "H"],
  "positions_angstrom": [[-2.346, -2.528, 4.190], [-2.181, -0.883, 3.227], [0.060, -0.624, 2.830], [-2.652, 0.520, 4.267], [-2.467, 1.526, 3.554], [-1.918, 2.409, 3.035], [-1.850, -3.300, 3.524], [-3.418, -2.822, 4.332], [-1.746, -2.481, 5.135], [-2.954, -0.915, 1.971], [1.844, 1.671, -3.148], [0.515, 0.982, -2.854], [0.331, 0.607, -1.370], [1.065, -0.536, -0.957], [2.423, -0.282, -0.644], [0.383, -0.190, -3.727], [2.683, 0.974, -3.163], [1.812, 2.149, -4.129], [2.056, 2.447, -2.408], [-0.280, 1.690, -3.111], [-0.722, 0.349, -1.218], [0.539, 1.460, -0.712], [2.565, 0.704, -0.192], [3.045, -0.384, -1.536], [2.750, -1.040, 0.069], [-0.543, -0.592, -3.598], [1.008, -0.909, -3.366]],
  "mulliken_charge": [-0.874, 0.559, -0.207, -0.376, 0.549, -0.366, 0.265, 0.295, 0.257, -0.111, -1.397, 0.375, -0.659, -0.364, -0.723, -0.740, 0.278, 0.351, 0.341, 0.401, 0.320, 0.387, 0.316, 0.262, 0.264, 0.270, 0.326]
}